# C45H44IN4OSb2Ti

C45H44IN4OSb2Ti as an isolated structure (the ωB97M-V functional and the def2-TZVPD basis, the Open Molecules 2025 dataset).

As for the spin multiplicity: 2. Its total charge is +2. Its orbital gap (spin up / spin down) is 7.5402 / 7.6059 eV. Its max |F| is 0.6 eV/A. Its expectation value of S² is 0.758. The LUMO energy (spin up / spin down) is -5.27 / -5.23 eV. As for the highest occupied orbital energy (spin up / spin down): -12.8 / -12.8 eV. The energy comes out at -99665.8156 eV.

XYZ file:
```
98
Properties=species:S:1:pos:R:3:forces:R:3
Ti -0.684 -0.985 0.226 -0.22 0.12 0.59
C 0.973 2.736 1.783 0.11 -0.08 -0.14
C 2.480 2.560 1.575 -0.04 -0.14 0.16
C 2.946 1.108 1.676 -0.04 0.03 -0.08
Sb 2.322 -0.536 0.389 -0.20 0.37 0.03
C 4.178 -1.581 0.364 -0.30 -0.16 0.04
C 5.389 -0.899 0.303 0.00 -0.01 -0.01
C 6.580 -1.610 0.230 -0.01 -0.02 0.00
C 6.566 -2.999 0.221 0.03 0.04 0.00
C 5.361 -3.683 0.284 -0.06 0.04 0.00
C 4.168 -2.975 0.354 0.02 0.06 0.02
C 2.181 -0.252 -1.755 0.11 -0.25 0.26
C 0.960 -0.496 -2.395 0.39 -0.07 -0.22
C 0.858 -0.506 -3.781 -0.10 -0.02 0.10
C 1.990 -0.290 -4.553 0.10 0.01 -0.02
C 3.219 -0.095 -3.935 0.00 0.02 -0.01
C 3.314 -0.088 -2.548 -0.10 0.15 -0.06
Sb -0.102 2.107 0.031 -0.08 0.12 -0.02
C 0.983 3.400 -1.280 -0.12 -0.17 -0.05
C 1.638 2.977 -2.431 -0.06 0.22 0.01
C 2.357 3.892 -3.194 -0.03 -0.06 0.00
C 2.419 5.222 -2.814 0.01 0.01 -0.02
C 1.746 5.653 -1.677 -0.03 -0.03 0.01
C 1.024 4.746 -0.914 0.07 0.00 -0.04
C -1.811 3.362 0.174 0.09 -0.06 0.08
C -2.305 3.760 1.412 -0.03 -0.06 -0.06
C -3.397 4.618 1.483 0.00 0.00 -0.01
C -3.995 5.078 0.318 0.03 -0.02 0.04
C -3.500 4.684 -0.920 0.00 0.00 -0.01
C -2.411 3.829 -0.993 0.03 0.01 0.05
H 0.714 3.785 1.928 0.01 0.01 0.02
H 0.634 2.178 2.658 -0.03 0.00 0.00
H 2.998 3.094 2.378 -0.02 0.05 -0.04
H 2.797 3.029 0.642 0.02 -0.04 -0.03
H 2.551 0.701 2.615 0.06 -0.04 0.01
H 4.029 1.042 1.761 0.05 0.05 -0.15
H 5.420 0.184 0.307 0.01 0.00 0.01
H 7.521 -1.078 0.183 0.00 0.00 0.00
H 7.498 -3.546 0.169 -0.02 0.00 0.00
H 5.348 -4.765 0.284 0.01 0.00 0.00
H 3.227 -3.514 0.410 0.02 -0.01 0.00
H 0.037 -0.727 -1.860 -0.03 0.19 0.00
H -0.101 -0.677 -4.254 0.02 0.00 -0.01
H 1.915 -0.290 -5.632 0.01 0.01 0.01
H 4.110 0.052 -4.532 -0.03 0.00 0.00
H 4.280 0.060 -2.084 0.02 -0.01 -0.02
H 1.577 1.951 -2.755 0.03 -0.03 -0.03
H 2.862 3.559 -4.093 -0.01 0.01 0.02
H 2.981 5.929 -3.411 -0.01 0.00 0.02
H 1.776 6.695 -1.387 0.00 -0.01 -0.01
H 0.485 5.095 -0.041 0.01 0.03 0.00
H -1.842 3.411 2.329 -0.01 0.01 0.01
H -3.772 4.934 2.448 0.00 0.00 -0.01
H -4.838 5.753 0.375 0.01 -0.01 -0.01
H -3.957 5.054 -1.829 0.00 0.00 0.01
H -2.017 3.545 -1.963 -0.01 0.02 -0.01
C -0.405 -1.404 4.625 0.00 -0.01 0.05
C -1.532 -0.716 5.063 -0.01 0.01 0.01
C -2.392 -0.153 4.141 0.00 0.04 0.10
C -2.128 -0.276 2.779 0.08 -0.09 0.00
N -1.022 -0.941 2.369 -0.02 0.00 -0.29
C -0.187 -1.487 3.270 -0.03 0.05 -0.01
C -2.982 0.248 1.702 -0.08 0.00 -0.19
C -4.226 0.829 1.955 0.01 0.02 0.09
C -5.013 1.272 0.909 -0.06 0.03 -0.02
C -4.568 1.130 -0.401 0.05 -0.03 0.05
C -3.334 0.547 -0.650 -0.05 0.04 -0.04
C -2.517 0.100 0.383 0.23 -0.02 0.17
H 0.284 -1.858 5.322 0.01 0.00 -0.03
H -1.734 -0.621 6.122 -0.01 0.00 -0.03
H -3.265 0.385 4.479 0.00 0.00 -0.03
H 0.678 -1.999 2.867 0.03 -0.02 -0.02
H -4.593 0.938 2.969 0.00 0.01 -0.03
H -5.974 1.727 1.111 0.02 -0.01 0.00
H -5.181 1.481 -1.221 0.00 0.00 0.00
H -3.005 0.458 -1.684 -0.01 0.01 -0.02
C -0.509 -5.149 1.314 0.02 0.00 -0.04
N 0.005 -5.037 -0.047 -0.03 -0.08 0.07
C 0.331 -3.891 -0.641 -0.03 0.07 0.17
N 0.806 -3.913 -1.895 -0.04 -0.06 -0.14
O 0.220 -2.784 -0.037 0.10 -0.27 -0.21
H -1.494 -5.612 1.309 -0.02 0.01 0.00
H -0.584 -4.156 1.745 0.00 0.02 0.01
H 0.166 -5.749 1.921 0.01 0.00 0.00
H 0.162 -5.898 -0.547 0.02 0.02 -0.04
H 0.940 -4.771 -2.401 0.02 0.00 0.00
H 1.122 -3.053 -2.317 0.02 0.03 0.05
I -5.272 -4.649 1.928 0.10 0.07 -0.13
C -4.170 -3.833 0.358 -0.15 -0.12 0.16
C -4.456 -4.135 -0.965 0.03 0.02 -0.03
C -3.671 -3.564 -1.955 -0.11 -0.07 0.00
C -2.637 -2.725 -1.588 0.02 -0.01 -0.03
N -2.365 -2.431 -0.313 0.07 0.03 -0.06
C -3.127 -2.970 0.641 0.03 0.00 -0.01
H -5.274 -4.797 -1.217 0.01 0.01 -0.01
H -3.867 -3.769 -2.999 0.04 0.03 0.00
H -2.009 -2.267 -2.345 0.02 0.02 0.01
H -2.902 -2.698 1.664 0.03 0.02 0.00
```
Forces are in eV/Å.